1.
Entry from the Open Molecules 2025 dataset: the ion C8H12FNO3P with charge -1 in a non-equilibrium geometry (ωB97M-V with the def2-TZVPD basis set).

Each line ends with the Mulliken charge.
CARTESIAN COORDINATES (ANGSTROEM)
1 C -1.286 -2.339 0.038  -1.468
2 C -0.959 -0.969 0.373  0.719
3 C 0.367 -0.341 -0.361  -0.087
4 C 1.584 -1.163 -0.006  -0.932
5 C 2.659 -0.375 0.048  0.219
6 F 3.855 -1.039 0.202  -0.357
7 C 2.372 1.109 0.060  -0.597
8 C 1.505 1.620 1.129  -1.064
9 C 0.941 1.186 -0.207  0.640
10 N 0.465 2.226 -1.045  -0.693
11 P -2.417 0.240 0.301  0.750
12 O -3.738 -0.389 0.845  -0.838
13 O -2.042 1.630 0.717  -0.734
14 O -2.712 0.296 -1.305  -0.567
15 H -2.367 -2.578 0.045  0.426
16 H -0.678 -3.172 0.602  0.265
17 H -1.091 -2.516 -1.123  0.253
18 H -0.848 -1.019 1.508  0.140
19 H 0.142 -0.331 -1.531  0.317
20 H 1.551 -2.186 -0.006  0.495
21 H 3.040 1.704 -0.361  0.557
22 H 1.350 0.952 1.980  0.197
23 H 1.598 2.618 1.396  0.371
24 H 0.645 3.171 -0.768  0.243
25 H -0.533 2.083 -1.022  0.437
26 H -3.402 -0.417 -1.508  0.308

As for the SMILES: C[C@@H]([C@@H]1C=C(F)[C@@H]2C[C@@]21N)[P@@](=O)([O-])O. For the energy above the lowest of the compared OMol25 structures with the same formula, charge and spin, the calculation gives 52.37 kJ/mol. The electronic energy comes out at -28131.074 eV. Its gap between HOMO and LUMO is 8.459 eV. Its total charge is -1.

***

2.
Entry from the Open Molecules 2025 dataset: a structure of composition C8H12MgO14S2 in a non-equilibrium geometry (ωB97M-V with the def2-TZVPD basis set).

Each line ends with the Mulliken charge.
CARTESIAN COORDINATES (ANGSTROEM)
1 Mg -1.622 -2.159 0.535  1.299
2 S -1.923 -3.902 -1.084  1.420
3 O -1.857 -2.520 -1.288  -0.476
4 O -1.482 -3.972 0.263  -0.368
5 O -3.151 -4.577 -1.284  -0.468
6 O -1.113 -4.648 -1.988  -0.521
7 S -2.923 -1.750 2.694  1.170
8 O -1.512 -1.898 2.348  -0.644
9 O -3.301 -2.064 1.297  -0.674
10 O -3.454 -2.664 3.719  -0.759
11 O -3.318 -0.396 3.122  -0.731
12 C 3.403 1.350 0.913  -1.289
13 C 3.063 -0.006 0.145  0.235
14 C 3.846 -1.238 0.615  -0.538
15 O 2.947 -2.297 0.537  -0.346
16 C 1.730 -1.791 0.299  0.279
17 O 0.704 -2.398 0.293  -0.453
18 O 1.744 -0.422 0.324  -0.100
19 H 2.695 2.117 0.602  0.204
20 H 4.439 1.582 0.664  0.420
21 H 3.399 1.264 2.000  0.346
22 H 3.226 0.086 -0.929  0.315
23 H 4.175 -1.204 1.653  0.370
24 H 4.640 -1.273 -0.130  0.318
25 C -1.873 4.102 -1.198  -1.507
26 C -1.394 2.757 -1.636  0.320
27 C 0.057 2.502 -1.373  -0.493
28 O -0.013 1.390 -0.577  -0.062
29 C -1.113 0.858 -0.512  0.510
30 O -1.361 -0.200 0.103  -0.528
31 O -2.053 1.647 -1.100  -0.310
32 H -1.134 4.809 -1.575  0.387
33 H -1.961 4.219 -0.118  0.339
34 H -2.865 4.418 -1.520  0.369
35 H -1.580 2.552 -2.691  0.277
36 H 0.399 3.352 -0.783  0.395
37 H 0.538 2.374 -2.342  0.294

The electronic energy comes out at -64272.294 eV. Its multiplicity is 2. Its gap between HOMO and LUMO (spin up / spin down) is 5.658 / 3.952 eV. As for the expectation value of S²: 0.76. Its total charge is -1.

***

3.
Entry from the Open Molecules 2025 dataset: a cluster of 2 separate species, C8H12N2O in total in a non-equilibrium geometry (ωB97M-V with the def2-TZVPD basis set).

Each line ends with the Mulliken charge.
CARTESIAN COORDINATES (ANGSTROEM)
1 C -0.955 -1.910 0.627  0.495
2 C -0.228 0.403 -0.481  0.295
3 C 1.543 -0.105 1.393  -0.776
4 C 2.299 -0.427 0.090  -0.432
5 C 0.834 -0.299 0.152  0.318
6 C -1.796 2.225 -0.216  -1.405
7 C -0.917 1.240 0.497  -0.184
8 C -0.196 -2.284 -0.479  -0.189
9 N -1.642 -1.685 1.558  -0.615
10 N -0.779 -2.108 -1.720  -0.445
11 O -0.500 0.310 -1.700  -0.732
12 H 1.536 -0.906 2.091  0.264
13 H 1.747 0.900 1.634  0.330
14 H 2.694 0.441 -0.423  0.277
15 H 2.588 -1.414 0.050  0.277
16 H -1.327 2.613 -1.018  0.399
17 H -2.065 2.938 0.538  0.422
18 H -2.720 1.799 -0.790  0.252
19 H -1.424 0.568 1.140  0.299
20 H -0.114 1.669 1.078  0.260
21 H 0.748 -2.853 -0.298  0.339
22 H -0.136 -1.855 -2.382  0.259
23 H -1.696 -1.766 -1.858  0.291

For the energy above the lowest of the compared OMol25 structures with the same formula, charge and spin, the calculation gives 499.07 kJ/mol. The electronic energy comes out at -13513.242 eV. Its gap between HOMO and LUMO (spin up / spin down) is 8.006 / 8.009 eV.

***

4.
Entry from the Open Molecules 2025 dataset: a cluster of 2 separate species, C8H12N2O2 in total in a non-equilibrium geometry (ωB97M-V with the def2-TZVPD basis set).

Each line ends with the Mulliken charge.
CARTESIAN COORDINATES (ANGSTROEM)
1 O 0.851 -0.843 1.715  -0.645
2 C 1.623 -0.329 0.944  0.549
3 C 2.634 -0.970 -0.013  -0.207
4 N 3.311 0.125 -0.708  -0.613
5 C 2.798 1.196 -0.244  -0.057
6 N 1.820 1.032 0.725  -0.171
7 H 3.352 -1.591 0.541  0.325
8 H 2.126 -1.629 -0.729  0.226
9 H 3.087 2.192 -0.557  0.424
10 H 1.302 1.741 1.212  0.280
11 C -3.353 0.817 0.393  -1.090
12 C -2.186 0.292 0.080  0.512
13 C -1.833 -1.179 -0.065  -0.668
14 C -0.529 -1.099 -0.859  -0.496
15 O 0.100 0.077 -0.412  -0.370
16 C -0.905 1.058 -0.238  -0.599
17 H -4.202 0.187 0.595  0.299
18 H -3.475 1.887 0.478  0.283
19 H -2.622 -1.737 -0.553  0.448
20 H -1.645 -1.622 0.917  0.233
21 H 0.146 -1.947 -0.684  0.334
22 H -0.733 -1.032 -1.941  0.345
23 H -0.628 1.736 0.566  0.378
24 H -1.040 1.639 -1.162  0.279

As for the SMILES: O=C1CN=CN1.C=C1CCOC1. For the energy above the lowest of the compared OMol25 structures with the same formula, charge and spin, the calculation gives 285.63 kJ/mol. The electronic energy comes out at -15563.949 eV. Its gap between HOMO and LUMO is 9.962 eV.

***

5.
Entry from the Open Molecules 2025 dataset: a structure of composition C8H12N2PY in a non-equilibrium geometry (ωB97M-V with the def2-TZVPD basis set).

Each line ends with the Mulliken charge.
CARTESIAN COORDINATES (ANGSTROEM)
1 C 1.068 2.343 -2.000  -0.682
2 C 1.211 1.225 -2.881  -0.455
3 C -0.076 0.944 -3.454  -0.493
4 C -1.035 1.829 -2.884  -0.692
5 C -0.348 2.648 -1.926  -0.500
6 Y -0.648 0.629 1.898  0.477
7 P 1.679 1.080 3.028  -0.336
8 H 1.883 2.853 -1.469  0.388
9 H 2.142 0.772 -3.174  0.420
10 H -0.307 0.096 -4.114  0.359
11 H -0.778 3.420 -1.284  0.475
12 H -2.116 1.805 -3.005  0.385
13 H 1.704 2.465 3.438  0.114
14 H 2.735 1.153 2.044  0.170
15 H 2.436 0.548 4.122  0.133
16 N -0.093 -2.218 1.912  0.123
17 C -0.696 -3.389 1.824  -0.111
18 C -1.780 -3.255 0.993  -0.607
19 C -1.798 -1.960 0.536  -0.209
20 N -0.719 -1.302 1.083  -0.387
21 H 0.784 -1.972 2.380  0.228
22 H -0.326 -4.257 2.369  0.402
23 H -2.504 -4.021 0.733  0.346
24 H -2.419 -1.436 -0.168  0.451

For the energy above the lowest of the compared OMol25 structures with the same formula, charge and spin, the calculation gives 80.92 kJ/mol. The electronic energy comes out at -21794.397 eV. Its gap between HOMO and LUMO (spin up / spin down) is 4.188 / 4.728 eV.